Below is a 2-piece molecular cluster, C4H4N4O overall at a distorted geometry, with properties calculated with the ωB97M-V functional and the def2-TZVPD basis.

ORCA input file:
```
! wB97M-V def2-TZVPD RIJCOSX def2/J DEFGRID3
* xyz 0 1
H -3.13 1.21 1.64
N -2.79 1.01 0.78
C -1.63 0.66 0.64
O -0.47 0.22 0.96
C -0.79 -0.04 -0.46
C -0.99 -1.43 -0.71
N -1.19 -2.48 -1.12
C -0.13 0.64 -1.51
N 0.32 1.02 -2.47
N 2.86 -0.09 0.68
H 2.06 -0.28 1.18
H 2.55 0.54 0.00
H 3.31 -0.97 0.39
*
```

Summary:
E_tot: -448.9524 Ha
SMILES: [H]/N=C1\OC1(C#N)C#N.N
Kohn-Sham gap: 0.35440 Ha

Below is C18H20AuClN2O2S2 as an isolated structure, with properties calculated with the ωB97M-V functional and the def2-TZVPD basis.

ORCA input file:
```
! wB97M-V def2-TZVPD RIJCOSX def2/J DEFGRID3
* xyz 0 1
Au -0.44 -0.49 0.50
C -0.03 2.53 0.87
N -1.00 1.71 0.10
C -0.88 2.05 -1.36
C 0.09 1.18 -2.15
N -0.36 -0.21 -2.18
C -1.63 -0.38 -2.90
C 0.63 -1.16 -2.61
C 1.23 -1.06 -3.85
C 2.15 -2.00 -4.28
C 2.47 -3.07 -3.44
C 1.87 -3.17 -2.19
C 0.94 -2.23 -1.76
S 0.29 -2.54 -0.12
C -2.39 1.87 0.56
C -2.89 3.15 0.78
C -4.21 3.32 1.17
C -5.02 2.19 1.33
C -4.51 0.93 1.09
C -3.18 0.75 0.69
S -2.67 -0.92 0.35
H -0.14 3.59 0.62
H 0.98 2.21 0.62
H -0.20 2.37 1.93
H -0.55 3.09 -1.44
H -1.87 2.00 -1.80
H 1.07 1.21 -1.67
H 0.20 1.61 -3.16
H -1.56 0.01 -3.93
H -2.45 0.12 -2.38
H -1.87 -1.44 -2.94
H 0.97 -0.23 -4.50
H 2.62 -1.92 -5.25
H 3.19 -3.81 -3.74
H 2.14 -3.99 -1.53
H -2.25 4.01 0.66
H -4.60 4.31 1.36
H -6.05 2.30 1.65
H -5.14 0.06 1.22
Cl 0.97 -1.02 5.30
C 1.41 0.24 4.11
C 0.57 0.14 2.87
O -0.65 0.40 2.89
O 1.22 -0.19 1.79
H 2.46 0.11 3.87
H 1.24 1.20 4.59
*
```

Summary:
E_tot: -2350.1299 Ha
Kohn-Sham gap: 0.24199 Ha

Below is a 2-piece molecular cluster, C7H14O overall at a distorted geometry, with properties calculated with the ωB97M-V functional and the def2-TZVPD basis.

ORCA input file:
```
! wB97M-V def2-TZVPD RIJCOSX def2/J DEFGRID3
* xyz 0 1
C 2.24 -0.81 0.12
C 1.09 -0.29 0.55
C 0.05 0.26 -0.39
C 0.29 0.40 -1.71
C -0.88 0.80 -2.57
C 0.60 -0.53 1.92
C 0.53 0.71 2.79
H 2.84 -1.33 0.90
H 2.57 -0.84 -0.90
H -0.72 0.82 0.15
H 1.31 0.40 -2.06
H -0.62 0.77 -3.60
H -1.74 0.14 -2.44
H -1.02 1.86 -2.32
H 1.31 -1.32 2.31
H -0.40 -1.07 2.11
H -0.46 1.13 2.73
H 1.12 1.59 2.45
H 0.93 0.58 3.82
O -2.94 -0.62 -0.82
H -2.17 -1.14 -0.52
H -3.06 -0.02 -0.07
*
```

Summary:
E_tot: -350.2642 Ha
SMILES: C=C(/C=C/C)CC.O
Kohn-Sham gap: 0.33410 Ha

Below is a 3-piece molecular cluster, H6O3 overall at a distorted geometry, with properties calculated with the ωB97M-V functional and the def2-TZVPD basis.

ORCA input file:
```
! wB97M-V def2-TZVPD RIJCOSX def2/J DEFGRID3
* xyz 0 1
O -2.09 -1.17 0.07
H -2.31 -2.04 -0.12
H -1.75 -0.73 -0.74
O 1.85 -0.79 -0.04
H 2.00 -1.20 0.80
H 2.77 -0.89 -0.47
O -0.50 2.27 -0.09
H -0.42 2.72 0.76
H 0.44 1.83 -0.17
*
```

Summary:
E_tot: -229.2935 Ha
SMILES: O.O.O
Kohn-Sham gap: 0.43212 Ha

- Which of these has the lowest Kohn-Sham gap?
  C18H20AuClN2O2S2

- The lowest Kohn-Sham gap belongs to which entry?
  C18H20AuClN2O2S2

- Which of these has the highest Kohn-Sham gap?
  H6O3